ORCA calculation (ωB97M-V/def2-TZVPD) on C10H6F9N4OPtS4 as an isolated structure in a non-equilibrium geometry.

Results
Max |F| in hartree/bohr: 0.0624
Gap between HOMO and LUMO (spin up / spin down) in eV: 5.06 / 5.04
Total charge: -1

CARTESIAN COORDINATES (ANGSTROEM)
Pt 0.117 0.121 -0.685
N 0.124 -3.042 1.959
C 0.955 -3.713 1.104
C 0.927 -3.021 -0.072
N 0.101 -1.955 0.048
C -0.365 -1.966 1.285
C -1.255 -0.972 1.803
N -1.758 0.011 1.086
C -2.494 0.766 1.929
C -2.455 0.234 3.188
N -1.670 -0.882 3.099
H 0.002 -3.249 2.936
H 1.485 -4.594 1.402
H 1.437 -3.222 -0.991
H -3.010 1.639 1.585
H -2.898 0.549 4.110
H -1.377 -1.456 3.872
S 0.206 2.430 -0.961
S -0.530 2.943 -2.726
S -1.475 1.086 -3.700
S -0.674 -0.504 -2.838
F 3.571 -1.665 0.984
C 3.449 -0.373 0.627
F 2.934 -0.366 -0.598
F 4.704 0.100 0.524
C 2.553 0.411 1.652
O 1.277 0.240 1.478
C 2.996 -0.101 3.073
F 2.737 0.782 4.043
F 4.302 -0.398 3.179
F 2.332 -1.219 3.409
C 3.005 1.918 1.582
F 3.203 2.345 0.336
F 2.094 2.711 2.142
F 4.161 2.158 2.241



ORCA calculation (ωB97M-V/def2-TZVPD) on C10H6NO5Sm as an isolated structure in a non-equilibrium geometry.

Results
Energy relative to the best compared isomer or geometry (same formula, charge and spin) in kcal/mol: 18.5
Max |F| in hartree/bohr: 0.1521
Spin multiplicity: 6
Gap between HOMO and LUMO (spin up / spin down) in eV: 6.89 / 7.10
Total charge: +2

CARTESIAN COORDINATES (ANGSTROEM)
O 4.548 -2.541 -1.886
C 4.246 -1.409 -1.653
Sm 1.294 -0.130 -0.484
O 2.004 -3.643 -1.178
C 1.922 -2.504 -1.004
C 2.013 2.169 -0.460
O 2.307 3.300 -0.420
C 1.115 0.400 -2.931
O 0.872 0.711 -4.024
C 2.751 -0.172 1.573
O 3.263 -0.103 2.589
H 3.075 0.703 -1.014
C -3.827 0.341 1.415
C -2.733 0.044 2.246
C -1.404 -0.005 1.765
N -1.183 0.237 0.442
C -2.190 0.537 -0.427
C -3.513 0.589 0.069
H -4.888 0.366 1.802
H -2.919 -0.173 3.304
H -0.516 -0.246 2.397
H -1.910 0.709 -1.493
H -4.329 0.819 -0.629



ORCA calculation (ωB97M-V/def2-TZVPD) on a 27-piece molecular cluster, C10H71NO27 overall in a non-equilibrium geometry.

Results
Max |F| in hartree/bohr: 0.0397
Gap between HOMO and LUMO in eV: 4.53
Total charge: -2

CARTESIAN COORDINATES (ANGSTROEM)
C 12.569 18.327 -18.585
O 13.609 19.057 -18.067
H 11.797 18.916 -19.116
H 12.811 17.439 -19.198
H 11.997 17.816 -17.761
C 12.121 12.401 -15.517
C 10.919 12.603 -16.441
C 10.689 14.162 -16.263
C 9.991 14.907 -17.381
C 10.502 14.510 -18.739
C 10.566 13.002 -18.923
N 11.253 12.328 -17.836
O 11.580 10.943 -18.072
C 11.378 12.752 -20.213
C 9.129 12.456 -19.207
C 9.656 11.889 -15.945
H 12.586 11.412 -15.561
H 11.756 12.665 -14.522
H 12.971 13.032 -15.777
H 11.625 14.637 -15.977
H 9.969 14.148 -15.439
H 10.165 15.977 -17.258
H 8.906 14.764 -17.327
H 11.506 14.936 -18.835
H 9.902 14.998 -19.510
H 11.021 13.340 -21.059
H 11.433 11.750 -20.640
H 12.399 13.103 -20.037
H 8.371 12.842 -18.517
H 9.162 11.378 -19.087
H 8.765 12.808 -20.174
H 8.754 12.230 -16.447
H 9.558 11.919 -14.857
H 9.701 10.827 -16.191
O 11.674 8.774 -16.119
H 11.566 9.543 -16.721
H 12.222 9.104 -15.403
O 14.729 14.273 -13.822
H 14.615 13.862 -12.960
H 14.935 13.534 -14.418
O 7.703 12.308 -23.030
H 7.779 11.661 -22.319
H 7.089 11.920 -23.660
O 13.125 9.706 -12.895
H 13.528 9.737 -12.025
H 12.367 10.304 -12.833
O 11.666 15.224 -12.495
H 12.323 15.519 -13.134
H 10.837 15.144 -13.007
O 9.519 14.277 -23.465
H 8.813 13.661 -23.186
H 9.879 13.890 -24.268
O 12.924 8.508 -19.973
H 13.062 9.351 -19.516
H 12.723 7.882 -19.270
O 11.581 15.677 -21.730
H 12.427 15.213 -21.649
H 10.985 15.043 -22.146
O 14.313 11.108 -21.835
H 14.431 11.295 -20.887
H 13.532 11.611 -22.093
O 6.207 15.525 -18.068
H 5.502 15.173 -18.622
H 6.927 14.888 -18.159
O 12.720 13.056 -23.895
H 13.313 13.566 -23.309
H 11.871 13.499 -23.809
O 11.240 11.593 -11.626
H 10.888 11.484 -10.738
H 10.600 12.159 -12.075
O 14.013 14.230 -18.117
H 13.217 13.897 -17.673
H 14.262 15.023 -17.627
O 14.269 11.487 -18.966
H 14.716 12.064 -18.337
H 13.340 11.453 -18.645
O 6.717 11.462 -13.414
H 7.128 12.280 -13.745
H 7.452 10.927 -13.102
O 8.939 18.295 -18.224
H 9.866 18.033 -18.313
H 8.487 17.862 -18.955
O 9.811 9.398 -20.352
H 10.061 10.141 -19.784
H 10.655 9.028 -20.631
O 7.521 14.136 -13.349
H 8.142 14.762 -13.772
H 7.138 14.623 -12.615
O 9.405 16.120 -13.887
H 8.813 16.725 -13.428
H 9.975 16.699 -14.455
O 5.820 11.267 -20.396
H 6.385 10.567 -20.736
H 5.998 11.260 -19.447
O 15.667 12.071 -15.474
H 16.586 11.790 -15.512
H 15.155 11.253 -15.525
O 8.538 8.424 -16.790
H 9.101 7.781 -17.230
H 9.062 9.230 -16.793
O 11.132 17.645 -15.364
H 11.101 18.199 -16.159
H 12.074 17.529 -15.192
O 14.195 14.506 -22.148
H 14.782 15.064 -22.670
H 14.494 14.615 -21.234
O 6.395 11.472 -17.258
H 5.796 12.105 -16.848
H 7.196 11.507 -16.724



ORCA calculation (ωB97M-V/def2-TZVPD) on C10H7ClO in the gas phase in a non-equilibrium geometry.

Results
Energy relative to the best compared isomer or geometry (same formula, charge and spin) in kcal/mol: 68.9
Max |F| in hartree/bohr: 0.0657
Gap between HOMO and LUMO (spin up / spin down) in eV: 8.97 / 6.47

CARTESIAN COORDINATES (ANGSTROEM)
C -0.182 -0.651 2.841
C -1.415 -1.180 2.689
C -1.511 0.155 0.699
C -0.295 0.722 0.889
C 0.267 0.344 2.065
C -2.075 -0.815 1.539
C 0.144 1.934 0.177
C 0.457 1.945 -1.166
C 1.265 -0.550 -1.723
C 0.690 0.735 -1.770
O 1.308 0.255 -2.926
Cl -3.744 -1.248 1.170
H 0.424 -0.987 3.618
H -1.828 -1.811 3.534
H -2.144 0.465 -0.149
H 0.429 2.951 0.664
H 0.721 2.756 -1.797
H 2.148 -0.513 -1.140
H 0.819 -1.480 -1.787